# C10H14N3

The ion C10H14N3 with charge +1 at a distorted geometry (wB97M-V/def2-TZVPD, the Open Molecules 2025 dataset).

Geometry as XYZ:
```
27
Properties=species:S:1:pos:R:3:forces:R:3:mulliken_spin:R:1
C 4.1470 -0.7890 -0.7080 -1.18 0.03 -0.25 -0.1244
C 3.8196 -2.0046 -0.1404 0.44 0.37 0.12 0.4259
C 3.2102 0.2209 -0.6051 2.79 1.30 -2.12 0.3778
C 2.0198 -1.0479 0.9153 0.62 -0.40 -0.25 0.1674
C -2.2185 -0.2001 0.3331 2.34 -2.59 -1.73 0.0473
C -0.8246 -0.1697 0.1314 0.74 -3.80 -1.15 0.1936
C -2.9206 -1.1982 -0.2450 -0.56 0.18 -0.23 0.2433
C -0.0887 0.8861 0.5234 2.80 4.60 1.21 0.1317
C -4.3650 -1.3628 -0.2374 2.04 -3.02 4.28 -0.0052
C 1.7153 2.5787 0.1417 1.43 -0.93 -2.97 -0.0067
N 2.7857 -2.0175 0.7149 0.13 -2.12 0.33 -0.0609
N 2.1374 0.1482 0.2468 -0.58 0.64 -0.37 0.1847
N 1.2621 1.2036 0.4152 -1.88 -2.05 -1.03 0.2849
H 5.0382 -0.8204 -1.3043 0.04 0.93 -0.51 -0.0050
H 4.3430 -2.9039 -0.3719 0.24 -0.46 0.22 0.0195
H 3.3026 1.1151 -1.2323 -0.09 -0.38 0.49 0.0282
H 1.2932 -1.2707 1.5949 -2.30 0.60 1.89 0.0239
H -2.5858 0.4692 0.9833 -1.85 2.50 1.93 0.0000
H -0.3308 -1.1458 -0.3449 -0.97 2.53 0.84 -0.0149
H -2.4664 -1.9188 -0.8734 1.13 -0.46 -0.46 0.0060
H -0.4891 1.8153 1.0171 -0.63 -1.26 -0.78 0.0012
H -4.5481 -2.3997 0.2670 0.13 1.43 -1.03 0.0342
H -4.7375 -0.6852 0.4454 -1.72 1.71 0.69 -0.0022
H -4.6502 -1.4259 -1.1949 -1.89 0.09 -3.40 0.0196
H 1.0360 3.1935 0.6509 -0.14 1.26 1.16 0.0079
H 2.7972 2.5341 0.2886 -0.34 0.84 1.15 -0.0046
H 1.7229 2.9724 -0.9887 -0.74 -1.53 1.96 0.0268
```
Forces are in eV/Å.

## Properties
Spin multiplicity ... 3
⟨S²⟩ ... 2.054
Orbital gap (alpha / beta) ... 0.2156 / 0.2383 hartree
Energy above the lowest of the compared OMol25 structures with the same formula, charge and spin ... 1.157 eV
Charge ... +1

***

# C6H41NO17

A cluster of 16 separate species, C6H41NO17 in total at a distorted geometry (wB97M-V/def2-TZVPD, the Open Molecules 2025 dataset).

Geometry as XYZ:
```
65
Properties=species:S:1:pos:R:3:forces:R:3:lowdin_charge:R:1
O 3.2608 -0.8139 -1.8456 -6.77 1.36 3.91 -0.0575
C 2.1303 -0.6809 -1.1476 2.69 -0.26 -1.27 -0.2312
C 1.1186 -1.9197 -0.6802 0.87 -0.18 0.40 -0.0559
C -0.0092 -1.1840 0.3039 1.07 0.13 -1.24 -0.2236
C -1.3016 -0.9315 -0.6858 -0.14 -0.26 0.62 -0.1101
C -2.7530 -1.0651 0.0926 0.34 -0.62 -1.42 -0.2129
O -3.5071 0.1887 -0.1017 0.71 -0.21 -0.98 -0.1646
C 0.9166 0.0998 0.7622 1.10 -2.07 0.49 -0.1640
N 1.4877 0.5896 -0.5519 2.15 -1.64 -0.72 -0.0046
H 1.6876 -2.7889 -0.1074 -0.74 2.13 -1.07 0.1225
H 0.7410 -2.4786 -1.6377 0.43 1.43 1.77 0.1251
H -0.2282 -1.7539 1.3025 0.21 0.75 -2.24 0.1145
H -1.3072 -1.7367 -1.5558 0.20 1.70 1.93 0.1208
H -1.1598 0.1248 -1.1907 -0.48 -2.03 1.06 0.1182
H -3.3629 -1.9341 -0.4386 1.27 1.68 1.18 0.1282
H -2.6456 -1.3836 1.2267 -0.30 1.21 -2.36 0.1038
H -3.3209 0.5616 -1.0300 -0.12 -1.19 2.01 0.0972
H 0.5080 0.8615 1.5513 0.44 -1.18 -2.08 0.1418
H 1.8597 -0.4471 1.2371 -2.14 1.25 -0.08 0.1027
H 2.1420 1.4243 -0.5100 -0.84 -1.74 -0.09 0.1166
O 4.1620 -0.3579 2.1017 0.33 0.02 -0.28 -0.0689
H 4.1371 0.6033 2.2222 -0.23 -0.06 0.05 0.0061
H 4.8795 -0.4954 1.4652 -0.24 -0.07 0.20 0.0466
O 1.9416 -3.7426 2.4063 0.22 0.11 0.15 -0.0624
H 2.6277 -4.1628 2.9463 -0.17 0.16 -0.20 0.0529
H 2.3093 -2.8708 2.1974 -0.04 -0.15 0.10 0.0248
O -4.1064 -0.2147 3.5279 -0.17 -0.16 -0.28 -0.0570
H -4.0178 0.3309 2.7319 0.15 -0.01 0.06 0.0232
H -4.7972 -0.8539 3.2978 0.24 0.19 0.14 0.0548
O -0.5485 2.8032 -1.6077 0.03 0.31 0.26 -0.0648
H 0.1377 2.3830 -1.0676 -0.26 -0.10 -0.34 -0.0039
H -0.1807 3.6749 -1.8166 0.08 -0.29 -0.14 0.0198
O 2.4672 -2.2596 -4.7183 0.36 0.07 -0.15 -0.0651
H 2.6209 -1.5131 -4.1198 -0.01 -0.27 0.06 0.0177
H 3.3204 -2.3850 -5.1600 -0.22 0.16 0.14 0.0441
O -1.2833 -1.2235 4.6464 0.18 -0.13 -0.37 -0.0649
H -2.1748 -1.0824 4.2937 -0.04 0.07 0.00 0.0023
H -0.7334 -1.3318 3.8560 -0.23 0.11 0.30 0.0144
O -2.1919 2.1729 2.7121 -0.10 0.33 0.26 -0.0643
H -2.5298 2.1591 3.6202 0.15 -0.10 -0.21 0.0408
H -2.1699 3.1145 2.4849 -0.06 -0.34 -0.03 0.0426
O -3.5011 2.7688 -3.0635 0.01 -0.09 0.47 -0.0662
H -2.7319 2.9530 -2.5036 0.03 -0.08 -0.18 0.0062
H -4.2586 2.9760 -2.4961 0.04 0.17 -0.18 -0.0011
O 2.8246 -5.0530 -6.2000 -0.32 -0.04 0.24 -0.0685
H 2.5631 -4.3283 -5.6124 -0.06 -0.17 -0.09 -0.0010
H 2.1207 -5.7096 -6.0895 0.29 0.24 -0.07 0.0393
O 3.5167 2.5801 1.6392 -0.04 -0.13 -0.45 -0.0495
H 2.6252 2.7211 1.2866 0.23 0.03 0.27 0.0369
H 4.0666 2.4717 0.8489 -0.09 0.17 0.19 0.0532
O -0.1281 -5.2016 4.6042 0.20 0.26 -0.28 -0.0632
H -0.1529 -4.2404 4.7248 -0.02 -0.23 0.05 0.0297
H 0.5894 -5.3391 3.9677 -0.29 0.08 0.18 0.0183
O -5.4843 2.9996 -0.7039 -0.09 -0.37 -0.20 -0.0559
H -6.3854 2.6447 -0.7356 0.29 0.15 0.00 0.0551
H -4.9220 2.2105 -0.6997 -0.16 0.08 0.33 0.0144
O 1.8837 4.5377 -2.4721 0.26 0.05 -0.01 -0.0628
H 1.8589 5.4989 -2.3516 0.04 -0.01 -0.09 0.0030
H 2.6012 4.4001 -3.1086 -0.38 -0.04 0.19 0.0458
O 2.5036 7.3928 -2.7040 0.35 0.32 -0.25 -0.0543
H 3.3875 7.2973 -3.0897 -0.27 0.03 0.16 0.0553
H 2.2527 8.3042 -2.9166 -0.05 -0.34 0.12 0.0578
O -2.0037 -3.5517 1.9872 0.22 -0.18 0.20 -0.0617
H -1.0509 -3.5072 2.1584 -0.25 -0.20 -0.03 0.0114
H -2.3015 -4.3065 2.5167 0.13 0.22 -0.09 0.0519
```
Forces are in eV/Å.

## Properties
Orbital gap ... 0.3560 hartree

***

# C3H8O2

A cluster of 2 separate species, C3H8O2 in total at a distorted geometry (wB97M-V/def2-TZVPD, the Open Molecules 2025 dataset).

Geometry as XYZ:
```
13
Properties=species:S:1:pos:R:3:forces:R:3:lowdin_charge:R:1
C 0.0588 -0.5114 0.6071 -1.15 -2.59 1.30 -0.1570
C -0.0754 -1.0502 2.1289 -0.09 0.65 -0.61 -0.1432
H 0.3284 0.5061 0.6883 0.38 1.18 -0.09 0.0367
H 0.7500 -1.0493 -0.0643 -0.06 0.22 0.68 0.0682
H -0.9238 -0.6322 0.1349 0.05 0.26 -0.02 0.0586
H 0.9079 -0.8792 2.5729 -0.21 0.14 0.32 0.0437
H -0.2952 -2.1283 2.3413 -0.03 0.89 -0.84 0.0627
H -0.8607 -0.4247 2.6674 1.10 -0.78 -0.64 0.0743
O 0.8719 0.1660 -2.5133 -0.33 0.62 0.67 0.0582
C 0.2899 1.2198 -2.5283 0.36 -0.44 -1.91 -0.3991
O -0.6552 1.6690 -1.7184 -0.13 1.34 -0.58 0.0910
H 0.4063 1.9373 -3.3920 -0.03 -0.35 0.89 0.1491
H -0.8030 1.1771 -0.9246 0.13 -1.12 0.82 0.0567
```
Forces are in eV/Å.

## Properties
Orbital gap ... 0.4280 hartree
SMILES ... O=CO.CC
Energy above the lowest of the compared OMol25 structures with the same formula, charge and spin ... 0.753 eV

***

# C20H28CdN6O2

A structure of composition C20H28CdN6O2 (wB97M-V/def2-TZVPD, the Open Molecules 2025 dataset).

Geometry as XYZ:
```
57
Properties=species:S:1:pos:R:3:forces:R:3:lowdin_charge:R:1
Cd -0.9006 -0.3951 -1.2157 0.05 -0.10 -0.14 1.3914
N -2.1680 -2.0191 -0.0498 -0.03 0.05 0.04 -0.0523
C -3.4947 -1.4426 0.1697 0.03 -0.02 0.00 -0.2514
C -3.3656 -0.1186 0.9255 0.02 0.00 -0.04 -0.1906
N -2.3362 0.7861 0.3872 -0.05 0.06 -0.01 -0.2236
C -1.4655 1.3498 1.4375 0.02 -0.01 -0.02 -0.1940
C -0.3103 0.4565 1.8647 0.02 -0.02 0.00 -0.2487
N -0.7200 -0.8374 2.4249 0.00 0.04 0.00 0.0238
C -2.9157 1.8672 -0.4269 0.03 -0.05 0.04 -0.2100
C -3.5602 1.3789 -1.7151 0.00 0.01 -0.01 -0.2421
N -2.5730 0.6904 -2.5602 0.04 -0.01 0.07 -0.0401
H -2.1985 -2.9331 -0.4817 -0.01 -0.01 0.00 0.0844
H -1.6530 -2.0773 0.8298 0.02 0.01 -0.01 0.0474
H -4.1526 -2.0938 0.7542 0.00 -0.01 0.00 0.1136
H -3.9652 -1.2977 -0.8045 -0.01 0.00 0.00 0.0915
H -3.1074 -0.3509 1.9556 0.00 0.00 0.02 0.1026
H -4.3414 0.3822 0.9371 -0.01 -0.01 0.02 0.1232
H -2.0716 1.6459 2.3065 0.00 0.00 0.00 0.1266
H -1.0084 2.2500 1.0277 -0.01 0.01 0.01 0.1157
H 0.3075 1.0409 2.5580 -0.01 -0.01 0.01 0.1202
H 0.3270 0.2721 0.9960 -0.01 0.01 -0.01 0.0735
H 0.1078 -1.4129 2.5530 -0.01 -0.01 -0.01 0.0505
H -1.1164 -0.7059 3.3499 0.00 0.00 0.01 0.0821
H -2.0985 2.5380 -0.6919 -0.01 0.01 0.00 0.1035
H -3.6629 2.4270 0.1533 -0.01 0.01 -0.01 0.1277
H -3.9895 2.2500 -2.2194 -0.01 0.00 0.00 0.1176
H -4.3837 0.6936 -1.5094 0.00 0.00 0.00 0.0968
H -3.0021 0.2998 -3.3888 0.01 0.01 -0.02 0.0850
H -1.8508 1.3530 -2.8430 -0.02 0.01 -0.03 0.0658
O -0.0355 1.6181 -1.4901 -0.04 0.09 0.09 -0.2633
C 1.0156 1.7633 -2.2713 -0.04 -0.05 -0.02 -0.3910
C 1.1456 2.9606 -3.0051 0.01 0.00 -0.01 -0.0465
C 2.1970 3.1852 -3.8710 -0.01 0.02 0.00 -0.1126
C 3.1782 2.2180 -4.0489 0.00 -0.02 0.00 -0.1180
C 3.0745 1.0408 -3.3277 0.00 0.01 0.00 -0.0579
C 2.0290 0.7836 -2.4427 0.02 0.01 0.00 -0.1178
C 2.1086 -0.5157 -1.6928 -0.02 -0.04 -0.02 -0.3471
N 0.9579 -1.3884 -1.6145 0.03 -0.01 0.14 -0.1792
N 1.1822 -2.1181 -0.4229 -0.05 -0.03 -0.10 0.0265
C 2.0591 -1.4844 0.2617 -0.01 0.06 0.06 -0.4128
O 2.4898 -0.3141 -0.2848 0.03 0.01 -0.04 0.0085
C 2.4503 -1.7950 1.6364 -0.03 -0.02 -0.01 -0.1765
C 2.0921 -3.0169 2.2117 0.00 0.00 0.00 -0.0526
C 2.3886 -3.2733 3.5394 0.00 -0.01 -0.01 -0.0904
C 3.0469 -2.3195 4.3090 0.00 0.01 0.00 -0.0982
C 3.4154 -1.1110 3.7364 0.00 -0.01 0.00 -0.0826
C 3.1246 -0.8481 2.4046 0.02 0.01 -0.01 -0.0283
H 0.3778 3.7120 -2.8580 0.00 0.00 0.00 0.1003
H 2.2526 4.1222 -4.4133 -0.01 0.00 0.00 0.0954
H 4.0056 2.3794 -4.7266 0.00 0.00 0.00 0.0900
H 3.8381 0.2790 -3.4435 0.00 0.00 0.00 0.1057
H 2.9519 -1.0971 -2.1088 0.02 0.01 0.00 0.1320
H 1.5818 -3.7497 1.6001 0.00 0.00 0.00 0.1095
H 2.1120 -4.2242 3.9772 0.00 0.00 0.00 0.1002
H 3.2796 -2.5243 5.3460 0.00 0.00 0.00 0.0977
H 3.9372 -0.3688 4.3271 0.00 0.00 0.00 0.1015
H 3.4130 0.0895 1.9480 0.00 0.00 0.00 0.1171
```
Forces are in eV/Å.

## Properties
Orbital gap ... 0.2545 hartree
Energy above the lowest of the compared OMol25 structures with the same formula, charge and spin ... 1.509 eV